[1]
{"formula": "C16H27AlBNO6", "method": "ωB97M-V with the def2-TZVPD basis set", "energy_ev": -38052.1506, "orbital_gap_ev": 2.448, "fmax_ha_per_bohr": 0.1043, "total_charge": 2, "molar_mass_g_mol": 367.19, "e_homo_ev": -15.22, "multiplicity": 1, "species": ["Al", "B", "H", "H", "H", "H", "O", "C", "O", "C", "C", "C", "H", "H", "H", "H", "H", "H", "O", "C", "O", "C", "C", "C", "H", "H", "H", "H", "H", "H", "O", "C", "O", "C", "C", "C", "H", "H", "H", "H", "H", "H", "N", "C", "C", "C", "C", "H", "H", "H", "H", "H"], "xyz": [[-26.985, 8.097, -4.380], [-24.438, 6.692, -4.853], [-25.148, 6.922, -5.632], [-24.053, 7.585, -4.387], [-24.941, 6.032, -4.163], [-23.584, 6.190, -5.281], [-27.181, 6.286, -6.739], [-27.076, 5.286, -7.462], [-27.727, 5.150, -8.690], [-27.734, 3.802, -9.113], [-26.661, 3.111, -8.359], [-26.384, 4.009, -7.228], [-27.821, 3.626, -10.185], [-28.700, 3.414, -8.791], [-25.793, 2.794, -8.938], [-26.970, 2.132, -7.995], [-25.312, 4.202, -7.283], [-26.633, 3.344, -6.401], [-25.377, 7.425, -1.899], [-25.124, 6.335, -1.314], [-25.943, 5.336, -1.275], [-25.492, 4.100, -0.674], [-23.933, 4.387, -0.494], [-23.904, 5.885, -0.555], [-25.642, 3.234, -1.318], [-26.036, 3.889, 0.247], [-23.465, 3.836, -1.310], [-23.474, 3.918, 0.377], [-23.063, 6.152, -1.196], [-23.965, 6.279, 0.460], [-21.851, 5.144, -11.386], [-22.431, 5.671, -10.492], [-22.275, 7.050, -10.232], [-23.289, 7.470, -9.290], [-24.318, 6.392, -9.368], [-23.497, 5.097, -9.564], [-23.742, 8.402, -9.630], [-22.985, 7.585, -8.249], [-24.929, 6.435, -10.269], [-25.034, 6.525, -8.557], [-24.059, 4.182, -9.749], [-23.050, 5.023, -8.573], [-21.523, 7.286, -5.384], [-20.593, 8.191, -4.868], [-19.397, 8.039, -5.530], [-19.710, 7.284, -6.634], [-20.949, 6.792, -6.558], [-22.428, 7.005, -5.034], [-20.632, 8.640, -3.886], [-18.384, 8.356, -5.329], [-19.039, 6.904, -7.390], [-21.525, 6.210, -7.263]], "forces_ev_per_a": [[1.0, -0.9, 0.0], [-0.2, 0.4, 1.3], [-2.8, 0.6, -3.7], [1.5, 3.4, 2.3], [-2.0, -2.2, 2.7], [2.9, -2.2, -2.5], [0.3, -1.9, -1.8], [-2.4, 1.2, -0.1], [1.1, 2.1, 1.4], [-2.0, -1.2, -0.3], [0.4, -2.3, -1.5], [2.0, -0.9, 0.9], [0.8, 0.8, -0.1], [-0.2, -0.1, 0.3], [0.2, 0.7, -0.3], [-0.5, 0.1, -0.1], [0.1, 0.3, 0.9], [0.1, 1.4, 1.0], [0.5, -2.8, 1.4], [-0.2, 1.7, -0.7], [-2.6, -0.9, -1.0], [1.9, 0.1, 0.8], [-1.9, -1.7, -0.2], [1.3, 0.5, -0.7], [-0.3, 0.5, -0.4], [0.0, 0.5, 0.0], [0.3, 0.7, -0.4], [-0.4, 0.4, 0.3], [0.4, 0.8, 0.8], [0.5, 0.6, -0.2], [0.0, 0.3, 0.7], [-0.1, -0.2, -1.0], [-0.2, -0.7, 1.0], [-0.6, -0.3, -1.7], [-1.5, -0.7, -0.7], [-0.1, 1.8, 1.8], [0.5, 0.3, 0.1], [0.8, 0.1, 0.3], [0.0, 0.7, -0.2], [0.2, -0.7, 0.3], [0.5, 0.2, -0.7], [0.6, -0.8, 0.2], [2.7, 2.3, -0.2], [-3.3, -2.7, 2.4], [2.3, -0.9, -3.7], [5.2, 0.5, -1.0], [-4.6, 0.0, 1.7], [-1.3, 0.2, 0.4], [-0.9, 0.4, 0.0], [-0.3, 0.5, 0.4], [0.3, 0.4, 0.0], [0.1, -0.3, 0.2]]}

***

[2]
{"formula": "C6H22BKO6", "method": "ωB97M-V with the def2-TZVPD basis set", "energy_ev": -35847.4444, "orbital_gap_ev": 7.291, "fmax_ha_per_bohr": 0.2750, "molar_mass_g_mol": 240.15, "e_homo_ev": -7.65, "multiplicity": 1, "species": ["K", "B", "H", "H", "H", "H", "C", "C", "O", "O", "H", "H", "H", "H", "H", "H", "C", "C", "O", "O", "H", "H", "H", "H", "H", "H", "C", "C", "O", "O", "H", "H", "H", "H", "H", "H"], "xyz": [[0.118, 0.590, -0.050], [-0.986, 2.226, 0.937], [-0.943, 1.523, 1.754], [-1.362, 1.708, 0.069], [-1.689, 3.012, 1.166], [-0.009, 2.662, 0.793], [1.380, -1.909, -0.198], [2.655, -2.237, -0.983], [2.310, -2.986, -2.102], [0.474, -1.038, -0.798], [1.601, -1.480, 0.780], [0.993, -2.871, 0.138], [3.289, -2.891, -0.384], [3.141, -1.278, -1.164], [1.566, -2.599, -2.568], [-0.052, -1.607, -1.365], [-0.759, 2.358, -2.506], [-1.806, 2.902, -1.578], [-1.318, 3.681, -0.469], [-0.090, 1.177, -1.959], [0.007, 3.059, -2.839], [-1.144, 2.157, -3.505], [-2.523, 2.146, -1.259], [-2.492, 3.583, -2.082], [-1.278, 3.086, 0.283], [0.658, 0.957, -2.520], [0.121, -2.305, 2.310], [0.207, -0.770, 2.049], [-0.866, -0.373, 1.160], [-0.824, -2.533, 3.316], [1.111, -2.612, 2.648], [-0.161, -2.925, 1.459], [1.194, -0.638, 1.606], [0.227, -0.144, 2.941], [-1.609, -0.200, 1.743], [-1.136, -3.430, 3.178]], "forces_ev_per_a": [[8.2, 11.5, 1.3], [0.4, -4.4, 7.1], [0.0, -1.6, 3.4], [-2.3, -1.3, -1.6], [-2.8, 1.5, 3.9], [3.7, 1.2, -0.1], [2.4, -1.7, 1.2], [-1.3, 0.7, 0.9], [0.3, -0.5, -1.0], [2.0, -10.9, -5.7], [1.2, -0.6, -1.5], [-0.6, 0.0, -0.8], [0.1, 0.3, 0.1], [0.5, 0.0, -0.6], [0.1, 0.2, -0.1], [-0.5, -0.1, -0.5], [0.8, -0.2, -1.3], [-0.3, 2.4, 0.8], [-1.0, 4.0, -8.5], [-1.3, 2.3, -5.5], [0.2, 0.6, 1.0], [-0.9, -0.7, 0.1], [0.3, -0.5, 0.2], [0.3, 0.1, -0.9], [-1.6, 4.3, -2.4], [0.0, 0.1, -0.3], [0.1, 1.1, 0.9], [-1.2, -1.5, 0.4], [-4.7, -7.1, 7.8], [-0.5, -0.2, 0.5], [0.4, -0.3, 0.1], [0.1, 0.6, -0.2], [-0.9, 1.3, 0.6], [-0.4, -0.3, 0.3], [-0.3, -0.1, 0.2], [-0.2, 0.0, 0.4]]}

***

[3]
{"formula": "C17H17BF4N2O2S2Se4Ti", "method": "ωB97M-V with the def2-TZVPD basis set", "s_squared": 0.756, "energy_ev": -342709.5337, "orbital_gap_ev": [7.167, 6.055], "fmax_ha_per_bohr": 0.0208, "total_charge": -1, "molar_mass_g_mol": 795.98, "e_homo_ev": [-4.97, -4.95], "multiplicity": 2, "species": ["Ti", "Se", "Se", "Se", "Se", "O", "S", "O", "N", "C", "C", "C", "C", "C", "C", "C", "C", "N", "C", "C", "C", "C", "C", "C", "C", "H", "H", "H", "H", "H", "H", "H", "H", "H", "H", "H", "F", "B", "F", "F", "F", "C", "S", "C", "H", "H", "H", "H", "H", "H"], "xyz": [[0.054, 0.648, -0.508], [0.402, 0.964, 1.706], [4.466, 1.417, 0.166], [4.654, 0.832, -1.951], [2.436, 1.125, -2.848], [2.888, -2.241, -1.321], [2.193, -1.598, -0.201], [0.756, -1.098, -0.770], [1.529, 1.729, -1.411], [1.510, 3.107, -1.216], [2.531, 3.985, -1.503], [2.406, 5.357, -1.214], [1.267, 5.880, -0.667], [0.173, 5.021, -0.412], [-1.080, 5.464, 0.073], [-2.110, 4.579, 0.213], [-1.893, 3.224, -0.106], [-0.736, 2.784, -0.524], [0.294, 3.651, -0.700], [1.601, -2.957, 0.816], [1.399, -2.738, 2.168], [1.010, -3.801, 2.972], [0.826, -5.057, 2.419], [1.041, -5.266, 1.061], [1.443, -4.214, 0.254], [3.452, 3.614, -1.931], [3.247, 6.005, -1.429], [1.178, 6.935, -0.443], [-1.209, 6.513, 0.312], [-3.081, 4.893, 0.568], [-2.677, 2.484, 0.006], [1.524, -1.740, 2.570], [0.836, -3.639, 4.028], [0.520, -5.885, 3.047], [0.903, -6.252, 0.635], [1.650, -4.342, -0.801], [-1.940, 0.181, -0.821], [-2.148, 0.174, -2.316], [-0.969, 0.840, -2.727], [-3.278, 0.891, -2.580], [-2.186, -1.120, -2.733], [-2.021, -3.577, -0.232], [-2.042, -2.481, 1.191], [-3.482, -3.139, 2.045], [-1.891, -4.617, 0.068], [-1.174, -3.276, -0.846], [-2.926, -3.466, -0.830], [-4.382, -3.076, 1.432], [-3.636, -2.540, 2.941], [-3.332, -4.177, 2.349]], "forces_ev_per_a": [[0.2, 0.1, 1.0], [-0.1, -0.1, -0.7], [0.0, 0.0, 0.0], [0.1, -0.1, 0.1], [-0.1, -0.1, 0.0], [0.1, -0.2, -0.1], [-0.5, 0.3, -0.3], [0.4, 0.2, 0.0], [-0.2, 0.2, 0.0], [0.0, 0.1, 0.0], [0.0, 0.0, 0.1], [0.0, 0.0, 0.0], [0.0, 0.0, 0.0], [-0.1, 0.1, -0.1], [0.0, 0.0, 0.0], [0.0, 0.0, 0.0], [0.0, 0.0, 0.0], [0.0, -0.2, -0.1], [0.2, 0.1, 0.0], [0.0, -0.1, 0.0], [0.0, 0.0, 0.0], [0.0, 0.1, 0.0], [0.0, -0.1, 0.0], [0.0, 0.0, 0.0], [0.0, 0.1, 0.0], [0.0, 0.0, 0.0], [0.0, 0.0, 0.0], [0.0, 0.0, 0.0], [0.0, 0.0, 0.0], [0.0, 0.0, 0.0], [0.0, 0.0, 0.0], [0.0, 0.0, 0.0], [0.0, 0.0, 0.0], [0.0, 0.0, 0.0], [0.0, 0.0, 0.0], [0.0, 0.0, 0.0], [0.2, 0.0, 0.1], [0.0, 0.1, 0.2], [0.1, -0.1, -0.1], [-0.1, 0.1, 0.0], [0.0, -0.1, -0.1], [0.0, 0.0, -0.1], [0.0, 0.0, 0.1], [-0.1, -0.1, 0.0], [0.0, 0.0, 0.0], [0.0, 0.0, 0.0], [0.0, 0.0, 0.0], [0.0, 0.0, 0.0], [0.0, 0.0, 0.0], [0.0, 0.0, 0.0]]}

***

[4]
{"formula": "C23H41N8O3S2SiTl", "method": "ωB97M-V with the def2-TZVPD basis set", "energy_ev": -76819.0813, "orbital_gap_ev": 7.880, "fmax_ha_per_bohr": 0.0076, "molar_mass_g_mol": 774.24, "e_homo_ev": -8.00, "multiplicity": 1, "species": ["Tl", "N", "C", "S", "N", "N", "C", "C", "C", "C", "C", "C", "N", "H", "H", "H", "H", "H", "H", "H", "O", "N", "O", "O", "C", "C", "C", "N", "N", "C", "N", "S", "H", "H", "H", "H", "H", "H", "H", "C", "C", "C", "C", "Si", "C", "C", "C", "C", "C", "C", "C", "C", "H", "H", "H", "H", "H", "H", "H", "H", "H", "H", "H", "H", "H", "H", "H", "H", "H", "H", "H", "H", "H", "H", "H", "H", "H", "H", "H"], "xyz": [[-0.409, 0.179, 0.116], [2.769, 0.489, 3.628], [2.015, 0.425, 2.497], [0.356, -0.033, 2.714], [2.664, 0.690, 1.393], [1.941, 0.592, 0.243], [2.546, 0.979, -0.810], [1.928, 0.825, -2.134], [2.473, 1.445, -3.249], [1.870, 1.243, -4.477], [0.765, 0.411, -4.553], [0.301, -0.178, -3.388], [0.859, 0.032, -2.203], [2.288, 0.556, 4.506], [3.669, 0.933, 3.539], [3.546, 1.395, -0.733], [3.339, 2.084, -3.141], [2.258, 1.727, -5.364], [0.270, 0.214, -5.494], [-0.543, -0.857, -3.402], [0.737, 4.271, -0.596], [0.197, 3.202, -0.362], [-0.384, 2.547, -1.276], [0.208, 2.693, 0.789], [-1.725, -4.763, -3.017], [-0.222, -4.843, -2.754], [0.177, -4.094, -1.517], [0.120, -2.817, -1.398], [0.538, -2.360, -0.166], [0.884, -3.329, 0.635], [1.313, -3.134, 1.899], [0.757, -4.896, -0.087], [-1.991, -5.327, -3.910], [-2.032, -3.728, -3.159], [-2.290, -5.169, -2.176], [0.333, -4.424, -3.595], [0.088, -5.885, -2.659], [1.172, -2.206, 2.295], [1.389, -3.914, 2.523], [-5.051, 0.228, -1.918], [-3.531, 0.021, -1.753], [-2.836, 1.089, -2.610], [-3.168, -1.354, -2.328], [-3.018, 0.114, 0.091], [-3.461, -1.486, 1.087], [-4.928, -1.901, 0.858], [-3.244, -1.284, 2.596], [-2.593, -2.696, 0.714], [-3.549, 1.738, 0.971], [-5.030, 1.666, 1.396], [-2.708, 2.044, 2.221], [-3.410, 2.953, 0.039], [-5.301, 0.144, -2.982], [-5.364, 1.219, -1.595], [-5.649, -0.509, -1.385], [-3.063, 0.884, -3.663], [-1.756, 1.098, -2.491], [-3.183, 2.095, -2.389], [-3.317, -1.335, -3.414], [-3.799, -2.150, -1.931], [-2.126, -1.625, -2.135], [-5.646, -1.110, 1.061], [-5.162, -2.735, 1.529], [-5.093, -2.257, -0.159], [-3.912, -0.546, 3.032], [-2.217, -0.994, 2.830], [-3.435, -2.236, 3.102], [-2.693, -3.004, -0.326], [-2.896, -3.543, 1.339], [-1.540, -2.502, 0.909], [-5.216, 0.934, 2.180], [-5.703, 1.451, 0.565], [-5.315, 2.644, 1.798], [-2.730, 1.252, 2.967], [-3.119, 2.945, 2.690], [-1.668, 2.257, 1.975], [-4.139, 2.936, -0.771], [-2.414, 3.042, -0.393], [-3.603, 3.857, 0.626]], "forces_ev_per_a": [[0.1, 0.2, 0.2], [0.0, 0.0, 0.0], [0.1, 0.1, 0.0], [0.0, -0.1, 0.1], [-0.3, 0.0, 0.0], [0.2, 0.1, -0.1], [0.0, -0.1, -0.1], [0.1, 0.0, 0.2], [0.0, 0.0, 0.0], [0.0, 0.0, 0.0], [0.0, -0.1, 0.0], [0.1, 0.0, 0.0], [-0.2, 0.1, -0.1], [0.0, 0.0, 0.0], [0.0, 0.0, 0.0], [0.0, 0.0, 0.0], [0.0, 0.0, 0.0], [0.0, 0.0, 0.0], [0.0, 0.0, 0.0], [0.0, 0.0, 0.0], [-0.1, -0.1, 0.0], [0.1, 0.0, -0.1], [0.2, -0.1, -0.1], [0.0, 0.0, 0.1], [0.0, 0.0, 0.0], [0.0, 0.0, 0.0], [0.0, 0.1, -0.2], [0.1, -0.1, 0.2], [-0.2, 0.0, -0.3], [0.1, 0.2, 0.1], [0.1, 0.0, -0.1], [0.0, -0.1, 0.0], [0.0, 0.0, 0.0], [0.0, 0.0, 0.0], [0.0, 0.0, 0.0], [0.0, 0.0, 0.0], [0.0, 0.0, 0.0], [-0.1, 0.0, 0.0], [0.0, 0.0, 0.0], [0.1, 0.0, -0.1], [-0.2, 0.0, 0.0], [0.0, 0.0, 0.0], [0.0, 0.0, 0.0], [0.0, 0.0, 0.0], [-0.1, -0.1, 0.0], [0.1, 0.0, 0.0], [0.0, 0.0, 0.0], [0.1, 0.0, 0.0], [-0.1, 0.0, 0.0], [0.0, 0.0, 0.0], [0.0, 0.0, 0.0], [0.0, 0.0, 0.0], [0.0, 0.0, 0.0], [0.0, 0.1, 0.0], [0.0, 0.0, 0.0], [0.0, 0.0, 0.0], [0.0, 0.0, 0.0], [0.0, 0.0, 0.0], [0.0, 0.0, 0.0], [0.0, 0.0, 0.0], [0.0, 0.0, 0.0], [0.0, 0.1, 0.0], [0.0, 0.0, 0.0], [0.0, 0.0, 0.0], [-0.1, 0.1, 0.0], [0.0, 0.0, 0.0], [0.0, 0.0, 0.0], [0.0, 0.0, 0.0], [0.0, 0.0, 0.0], [-0.1, 0.0, 0.0], [0.0, -0.1, 0.1], [0.0, 0.0, 0.0], [0.0, 0.0, 0.0], [0.0, 0.0, 0.0], [0.0, 0.0, 0.0], [0.0, 0.0, 0.0], [0.0, 0.0, 0.0], [0.0, 0.0, 0.0], [0.0, 0.0, 0.0]]}

***

[5]
{"formula": "C6H9NO5", "method": "ωB97M-V with the def2-TZVPD basis set", "energy_ev": -18092.4006, "orbital_gap_ev": 9.436, "fmax_ha_per_bohr": 0.0848, "molar_mass_g_mol": 175.14, "e_homo_ev": -8.91, "smiles": "C[C@H]1O[C@@]1(N)OC(=O)/C(O)=C/O", "multiplicity": 1, "species": ["C", "C", "O", "C", "N", "O", "C", "O", "C", "O", "C", "O", "H", "H", "H", "H", "H", "H", "H", "H", "H"], "xyz": [[-2.404, -0.735, -1.273], [-2.035, -0.300, 0.166], [-0.805, -0.816, 0.640], [-0.914, 0.636, 0.528], [-1.140, 1.317, 1.792], [0.046, 1.237, -0.326], [1.359, 1.273, 0.242], [1.612, 2.209, 0.963], [2.266, 0.076, -0.083], [3.537, 0.301, 0.305], [1.742, -0.962, -0.721], [2.471, -1.981, -1.189], [-1.800, -0.047, -2.018], [-3.528, -0.712, -1.492], [-1.988, -1.740, -1.360], [-2.803, -0.302, 0.836], [-0.263, 1.201, 2.364], [-1.574, 2.236, 1.621], [3.508, 1.091, 0.967], [0.697, -1.205, -0.925], [2.018, -2.780, -1.034]], "forces_ev_per_a": [[0.7, 1.7, -0.6], [2.0, 0.9, -3.8], [0.1, 1.1, 0.8], [-0.7, -0.7, 1.2], [1.1, -1.4, -0.6], [0.0, -1.1, 0.1], [-1.3, -0.6, 0.2], [0.9, -1.1, -0.8], [-1.8, 3.0, 0.6], [0.5, 1.3, 1.5], [-0.8, -1.1, -0.6], [2.4, 0.7, -0.1], [-1.4, -1.4, 1.3], [1.8, 0.0, 0.3], [-0.4, -0.1, -0.3], [-2.0, -0.1, 2.0], [-1.5, 1.2, -0.6], [1.1, -0.5, 0.5], [0.0, -1.8, -1.7], [0.2, 1.5, 0.4], [-0.9, -1.6, 0.0]]}

***

[6]
{"formula": "C3H6O3", "method": "ωB97M-V with the def2-TZVPD basis set", "energy_ev": -9349.2779, "orbital_gap_ev": 10.850, "fmax_ha_per_bohr": 0.0190, "molar_mass_g_mol": 90.08, "e_homo_ev": -10.07, "smiles": "O=C[C@H](O)CO", "multiplicity": 1, "species": ["O", "C", "C", "O", "C", "O", "H", "H", "H", "H", "H", "H"], "xyz": [[-1.368, -1.309, -0.026], [-1.155, -0.190, 0.417], [-0.236, 0.730, -0.398], [-0.408, 0.434, -1.755], [1.122, 0.279, 0.196], [0.819, -0.709, 1.187], [-1.587, 0.146, 1.368], [-0.442, 1.796, -0.243], [-0.744, -0.481, -1.755], [1.773, -0.143, -0.576], [1.660, 1.081, 0.709], [0.396, -1.453, 0.712]], "forces_ev_per_a": [[-0.6, 0.7, 0.1], [-0.8, -0.2, -0.5], [-0.1, 0.0, 0.3], [0.1, -0.2, -0.1], [0.1, 0.0, 0.0], [0.7, -0.6, 0.0], [0.0, 0.0, 0.0], [0.0, -0.2, 0.0], [0.1, 0.1, -0.3], [-0.1, 0.2, -0.1], [-0.2, -0.1, -0.1], [0.8, 0.2, 0.6]]}